# 1
50
Properties=species:S:1:pos:R:3:forces:R:3:nbo_charge:R:1 method="wB97M-V/def2-TZVPD" homo_lumo_gap_ev="7.668 / 6.345" lumo_ev="-0.14 / -1.28" multiplicity=2 e_homo_ev="-7.80 / -7.62"
Ru 0.63995 -2.08120 -0.30577 0.58 0.34 -0.28 -0.045
Se 0.09366 -0.02494 1.23159 -0.10 -0.24 0.44 -0.346
P -0.92371 0.64058 -0.51802 -0.43 0.35 -0.41 0.994
Se -0.49612 -0.75845 -2.12065 0.60 0.43 -0.40 -0.228
C -2.67927 0.71416 -0.08231 -0.21 -0.18 -0.24 -0.330
C -3.14125 1.74820 0.73071 0.04 0.02 -0.03 -0.205
C -4.46256 1.76266 1.14042 -0.04 -0.02 0.02 -0.212
C -5.32690 0.74570 0.74729 0.01 0.03 0.02 -0.199
C -4.86807 -0.28423 -0.05755 0.05 0.01 0.00 -0.198
C -3.54262 -0.30157 -0.47615 -0.03 0.00 0.01 -0.223
C -0.56526 2.32191 -1.07711 0.11 0.17 0.16 -0.330
C 0.36978 3.11316 -0.42568 -0.01 0.05 0.01 -0.209
C 0.63132 4.39815 -0.89030 -0.01 -0.04 0.02 -0.211
C -0.03974 4.88546 -1.99886 -0.03 -0.01 -0.03 -0.197
C -0.98130 4.09308 -2.64997 0.04 0.04 0.02 -0.200
C -1.24388 2.81558 -2.19201 -0.04 -0.07 0.00 -0.212
H -2.46844 2.53802 1.04531 0.00 0.00 -0.02 0.221
H -4.82298 2.56718 1.76828 0.01 0.00 0.00 0.217
H -6.35955 0.76049 1.07158 0.00 0.00 0.00 0.216
H -5.53734 -1.07895 -0.36040 0.00 0.00 -0.01 0.218
H -3.17352 -1.10733 -1.09917 0.00 0.00 0.01 0.248
H 0.89986 2.72077 0.43061 0.02 -0.02 0.01 0.249
H 1.36318 5.01298 -0.38268 0.00 0.00 0.00 0.217
H 0.16808 5.88367 -2.36252 -0.01 0.00 0.00 0.215
H -1.50794 4.47582 -3.51437 0.00 -0.01 0.00 0.217
H -1.97515 2.19927 -2.70369 0.01 -0.01 0.02 0.224
O 2.68764 1.18885 0.32371 -0.12 0.03 0.00 -0.533
C 3.26857 0.26065 -0.14261 -0.12 -0.21 -0.03 0.713
C 4.73212 0.31703 -0.54970 0.05 -0.02 -0.04 -0.521
C 5.04135 -1.08182 -1.03417 0.05 0.09 0.05 -0.495
C 3.69724 -1.72171 -0.98607 -0.01 -0.16 -0.26 0.696
O 3.58773 -2.89861 -1.50004 0.00 0.16 -0.42 -0.773
N 2.71117 -1.05240 -0.44670 0.12 0.29 -0.06 -0.591
H 5.32770 0.65755 0.29407 -0.01 -0.02 0.02 0.249
H 4.81873 1.06332 -1.33910 0.00 0.02 0.02 0.249
H 5.70810 -1.64636 -0.38035 0.00 0.01 0.01 0.254
H 5.44627 -1.14413 -2.04283 -0.03 -0.02 -0.01 0.251
Cl 2.78703 -4.69906 0.51646 0.11 -0.15 -0.06 -0.473
Si 2.07313 -3.67520 -1.24299 -0.64 -0.82 1.26 1.349
Cl -1.30774 -3.37216 -0.68788 -0.26 -0.21 -0.24 -0.387
Cl 2.12367 -5.26260 -2.55498 -0.17 0.43 -0.21 -0.372
C 1.13631 -2.89226 3.46450 0.16 0.09 0.08 -0.935
Te -0.00769 -3.55740 1.80232 0.53 -0.40 0.48 0.930
C -1.75178 -2.58456 2.49762 -0.21 -0.04 -0.03 -0.900
H 1.33880 -1.82594 3.38052 -0.02 0.00 0.03 0.228
H 2.07221 -3.44650 3.48071 0.01 0.01 0.01 0.238
H 0.56481 -3.09535 4.36794 0.06 -0.01 0.04 0.226
H -2.52875 -3.33804 2.60298 0.00 0.02 0.04 0.230
H -2.04618 -1.83394 1.77335 -0.06 0.02 0.00 0.251
H -1.53067 -2.11955 3.45462 -0.02 0.03 0.00 0.227

# 2
98
Properties=species:S:1:pos:R:3:forces:R:3:lowdin_charge:R:1 method="wB97M-V/def2-TZVPD" homo_lumo_gap_ev=11.684 smiles="CCOC(=O)C(F)(F)F.CCOC(=O)C(F)(F)F.CCOC(=O)C(F)(F)F.CCOC(=O)C(F)(F)F.CCOC(=O)C(F)(F)F.CCOC(=O)C(F)(F)F.CCOC(=O)C(F)(F)F" lumo_ev=0.52 e_homo_ev=-11.17
C -14.02378 23.13272 -9.62012 0.82 -0.49 -0.81 -0.054
C -15.42146 23.67356 -9.50904 -0.21 -0.38 0.12 -0.179
O -15.43530 25.10977 -9.66085 -0.06 0.15 0.36 0.042
C -16.04502 25.58934 -10.73177 -0.14 -0.19 -0.16 -0.397
O -16.48226 24.97490 -11.65933 0.05 0.00 -0.02 0.166
C -16.21895 27.12258 -10.67887 0.07 0.10 0.37 -0.547
F -17.49648 27.41249 -10.93401 -0.04 0.05 -0.01 0.169
F -15.90827 27.64103 -9.48276 0.01 -0.07 -0.26 0.161
F -15.46470 27.71258 -11.60673 0.09 0.00 -0.02 0.170
H -13.48924 23.43937 -10.52417 -0.27 0.53 0.07 0.068
H -14.00142 22.04948 -9.76449 -0.40 -0.03 0.40 0.065
H -13.39026 23.37059 -8.76670 -0.13 0.11 0.07 0.090
H -15.81600 23.44032 -8.51735 0.00 0.40 0.04 0.126
H -16.13154 23.25500 -10.21817 0.28 -0.09 -0.25 0.123
C -9.31157 31.52766 -10.01661 -0.61 -0.85 -0.60 -0.056
C -9.92936 30.42177 -9.15023 0.36 1.75 -0.28 -0.205
O -10.37282 29.39058 -10.02711 0.33 -0.59 -0.13 0.039
C -11.05353 28.41178 -9.45420 -0.38 0.00 -0.14 -0.397
O -11.47186 28.38493 -8.33905 0.01 0.03 0.44 0.176
C -11.28534 27.20692 -10.39289 0.74 -0.36 0.57 -0.544
F -12.57256 26.93718 -10.57367 -0.20 0.35 -0.32 0.178
F -10.65752 27.36128 -11.54757 -0.33 -0.15 -0.32 0.184
F -10.76718 26.12398 -9.77024 0.05 0.10 -0.15 0.138
H -8.39603 31.16594 -10.48591 0.20 0.22 0.27 0.077
H -9.17616 32.44327 -9.45031 0.23 -0.02 0.07 0.078
H -9.98509 31.72843 -10.85496 -0.07 0.17 0.18 0.081
H -10.78265 30.83349 -8.61716 -0.03 -0.23 0.25 0.127
H -9.15791 30.08781 -8.45771 -0.32 -0.52 0.15 0.122
C 2.34718 21.27039 -6.33336 -0.53 -0.68 -0.37 -0.061
C 1.13316 21.88327 -5.66341 1.28 0.24 0.99 -0.208
O -0.06394 21.68136 -6.39416 -0.33 0.70 -0.39 0.045
C -0.51727 20.45755 -6.52035 -0.10 -0.46 0.17 -0.408
O -0.08281 19.46591 -6.01356 -0.04 -0.06 0.04 0.173
C -1.71460 20.42504 -7.49449 0.17 0.14 -0.37 -0.536
F -2.53534 19.42281 -7.21048 0.01 0.07 0.02 0.180
F -2.40155 21.57087 -7.49201 0.02 -0.23 -0.01 0.165
F -1.22470 20.23199 -8.74106 -0.19 0.06 0.28 0.154
H 2.30766 21.45314 -7.40881 0.17 0.27 0.04 0.088
H 2.30983 20.18593 -6.22235 0.22 0.06 0.11 0.073
H 3.27034 21.65779 -5.91436 0.03 0.06 0.03 0.081
H 1.29389 22.95483 -5.55193 -0.48 0.08 -0.37 0.124
H 1.03459 21.51594 -4.63785 -0.23 -0.26 -0.17 0.130
C -13.22252 21.59636 -18.33989 -0.12 -0.21 -0.54 -0.067
C -13.95981 21.58851 -17.02832 0.23 -0.69 -0.11 -0.204
O -13.48914 22.67606 -16.22186 0.23 0.42 -0.41 0.047
C -14.14687 22.93671 -15.11980 -0.13 -0.13 0.32 -0.412
O -15.13229 22.39125 -14.72608 -0.26 -0.10 0.12 0.176
C -13.47147 24.04878 -14.29114 0.01 0.65 -0.33 -0.538
F -13.23045 23.60198 -13.06064 0.09 -0.12 0.23 0.160
F -12.31764 24.46593 -14.82513 -0.08 -0.14 0.12 0.164
F -14.27893 25.11547 -14.19607 0.04 -0.27 -0.02 0.167
H -13.49633 22.43634 -18.97895 -0.15 0.05 0.14 0.081
H -13.52980 20.67972 -18.85349 0.13 0.12 -0.12 0.084
H -12.13606 21.59700 -18.27866 0.00 -0.09 0.38 0.081
H -13.76295 20.66732 -16.47391 0.05 0.05 0.00 0.134
H -15.03506 21.60325 -17.20609 -0.02 0.47 0.25 0.130
C -9.82448 23.15212 -11.37960 0.68 -0.48 -0.96 -0.043
C -9.28652 23.15474 -9.97752 -1.27 1.07 0.53 -0.215
O -7.96392 22.62198 -9.90814 0.17 -0.42 -0.50 0.060
C -7.29975 22.87863 -8.80533 0.00 0.00 0.14 -0.401
O -7.69568 23.47726 -7.84836 -0.02 -0.03 0.21 0.162
C -5.83190 22.41273 -8.91174 -0.28 0.31 -0.11 -0.544
F -5.14228 23.47924 -9.36426 0.18 -0.25 -0.04 0.156
F -5.34571 22.07696 -7.72697 0.02 -0.06 0.13 0.180
F -5.66714 21.39564 -9.75100 0.11 0.03 -0.03 0.182
H -9.90492 22.13306 -11.77092 -0.09 0.03 0.13 0.078
H -9.16423 23.67987 -12.07458 0.05 0.08 0.21 0.085
H -10.79874 23.62558 -11.47360 -0.08 0.02 0.40 0.068
H -9.96337 22.60579 -9.32001 0.31 -0.23 0.06 0.119
H -9.27407 24.17104 -9.57475 0.19 -0.04 -0.13 0.105
C -13.45128 19.42423 -6.53398 -1.20 -0.03 0.13 -0.051
C -13.88413 19.89367 -7.91102 -0.84 -0.06 0.71 -0.210
O -12.74360 20.01714 -8.76419 0.40 0.36 -0.12 0.021
C -12.30692 18.94706 -9.40591 -0.26 0.02 0.21 -0.398
O -12.90623 17.93579 -9.59616 -0.06 -0.36 -0.01 0.183
C -10.85747 19.11037 -9.90839 -0.19 0.59 -0.83 -0.542
F -10.09896 18.15285 -9.41863 0.31 -0.38 0.34 0.196
F -10.84897 19.00389 -11.25009 -0.04 0.02 0.16 0.159
F -10.31338 20.29525 -9.60089 -0.10 -0.22 0.10 0.156
H -14.34811 19.36989 -5.90276 -0.01 0.05 -0.16 0.085
H -12.80707 20.13143 -6.01983 0.51 -0.27 -0.22 0.084
H -13.11982 18.38873 -6.59779 0.61 0.19 0.15 0.085
H -14.36566 20.86950 -7.88141 0.40 0.17 0.03 0.106
H -14.66560 19.22857 -8.28406 0.47 -0.23 -0.45 0.128
C -7.52117 26.61380 -7.24963 0.69 0.11 0.47 -0.051
C -6.60305 27.47439 -8.08334 -0.88 0.97 -0.42 -0.185
O -5.91287 26.75044 -9.12013 0.64 -0.28 0.24 0.049
C -6.60627 26.42971 -10.18996 0.16 0.42 0.10 -0.406
O -7.77206 26.62176 -10.36964 -0.32 -0.17 -0.14 0.160
C -5.69954 25.89236 -11.31911 -0.07 -0.05 -0.21 -0.542
F -5.58016 26.86311 -12.24611 -0.02 -0.17 0.13 0.161
F -4.47732 25.55151 -10.92384 -0.12 0.06 -0.02 0.172
F -6.28182 24.83595 -11.89471 0.11 0.07 0.03 0.166
H -7.93884 27.21375 -6.43846 -0.26 0.19 -0.27 0.087
H -6.95684 25.84332 -6.72150 -0.10 -0.27 -0.37 0.082
H -8.29837 26.20467 -7.88523 -0.12 -0.21 0.23 0.065
H -5.85344 28.03364 -7.53038 0.28 -0.45 0.11 0.126
H -7.19511 28.24029 -8.60382 -0.02 -0.13 0.09 0.114

# 3
115
Properties=species:S:1:pos:R:3:forces:R:3:lowdin_charge:R:1 method="wB97M-V/def2-TZVPD" homo_lumo_gap_ev=5.626 charge=-2 lumo_ev=3.68 e_homo_ev=-1.94
Cs 0.61983 -2.09395 -0.62360 0.91 0.24 1.69 1.143
C 3.06713 1.35424 1.00638 0.06 0.10 -0.02 -0.072
O 3.31858 2.09904 2.19478 0.03 0.16 0.00 -0.191
C 3.24364 3.49296 2.01958 -0.02 -0.07 -0.01 -0.212
C 1.90812 3.98762 1.49451 -0.06 0.04 0.07 -0.217
O 0.90531 3.54752 2.37663 -0.21 -0.01 -0.02 -0.131
C -0.43712 3.85232 2.01966 0.13 -0.03 -0.01 -0.164
C -0.80778 3.59645 0.57079 0.00 0.00 0.08 -0.251
O -0.51663 2.27746 0.22215 0.10 0.02 -0.08 -0.172
C -0.56961 2.06138 -1.18250 -0.15 0.06 0.26 -0.076
H 3.68651 1.72657 0.18081 -0.02 0.00 -0.03 0.097
H 2.01297 1.40377 0.72104 -0.03 -0.01 -0.02 0.089
H 3.33555 0.32024 1.19918 -0.01 -0.09 0.06 0.063
H 4.02919 3.84238 1.32822 -0.03 -0.04 0.02 0.123
H 3.42757 3.93694 3.00268 0.01 -0.07 -0.04 0.124
H 1.73715 3.61127 0.48412 -0.02 -0.05 -0.07 0.109
H 1.94296 5.08859 1.44229 -0.02 0.00 -0.01 0.129
H -0.65389 4.91266 2.23192 0.02 -0.04 0.02 0.122
H -1.05517 3.22836 2.66747 0.07 0.01 -0.01 0.118
H -0.28287 4.29967 -0.09110 0.06 0.03 -0.06 0.116
H -1.88520 3.80213 0.46072 0.01 0.01 0.00 0.124
H -1.48891 2.47985 -1.61177 0.02 0.00 0.04 0.083
H -0.57992 0.99165 -1.35368 0.09 -0.12 -0.21 0.059
H 0.29727 2.52273 -1.67753 -0.03 -0.03 0.02 0.086
O -5.30678 -6.26089 0.07128 0.02 0.02 0.01 0.051
C -4.33123 -5.36750 0.40781 -0.03 -0.02 -0.01 -0.313
C -3.78823 -4.48115 -0.50779 0.01 0.09 -0.03 0.023
C -2.80048 -3.61495 -0.07718 -0.02 -0.02 0.12 -0.112
N -2.33174 -3.61412 1.17709 0.03 0.20 0.08 0.058
C -2.87895 -4.45489 2.01491 0.00 -0.10 -0.01 -0.750
Br -2.21186 -4.42380 3.81534 -0.01 0.01 -0.06 0.682
C -3.88266 -5.36059 1.72252 -0.01 0.00 -0.04 -0.064
H -5.48159 -6.16962 -0.87148 0.00 0.00 -0.01 0.104
H -4.09692 -4.44842 -1.54562 -0.02 -0.03 0.00 0.129
H -2.35857 -2.92157 -0.77679 0.00 -0.02 -0.06 0.075
H -4.29067 -6.03490 2.45947 0.00 0.00 0.01 0.102
C -4.10700 0.03102 -0.98304 -0.02 0.03 0.01 -0.079
N -4.41944 1.31347 -0.36966 0.04 0.03 -0.02 -0.262
C -4.66453 2.31603 -1.37918 -0.04 0.01 0.02 -0.125
C -5.52304 1.25448 0.56238 0.05 -0.03 0.05 -0.236
C -5.35339 0.21589 1.67075 -0.04 0.04 -0.06 -0.233
N -4.04343 0.18734 2.26842 0.02 -0.01 -0.02 -0.252
C -3.61574 1.45934 2.80569 0.00 0.00 0.00 -0.099
C -3.93524 -0.87153 3.24834 -0.01 0.00 -0.04 -0.108
H -4.96689 -0.38173 -1.54131 -0.01 -0.01 0.01 0.094
H -3.79858 -0.68402 -0.22331 -0.01 0.01 0.06 0.073
H -3.28657 0.13164 -1.69038 0.01 -0.03 -0.06 0.064
H -5.56664 2.09712 -1.98333 0.00 0.00 0.00 0.081
H -3.81581 2.36869 -2.06079 0.01 0.00 -0.01 0.072
H -4.80279 3.29614 -0.91225 0.00 0.00 0.00 0.075
H -6.47754 1.02694 0.04277 -0.01 -0.02 0.01 0.114
H -5.64525 2.24952 1.00415 0.02 0.00 0.00 0.104
H -5.55436 -0.78088 1.26944 0.00 -0.01 -0.01 0.108
H -6.14246 0.41246 2.42849 -0.03 0.01 0.00 0.113
H -4.30639 1.83371 3.58991 -0.02 0.01 0.00 0.083
H -3.55445 2.20022 2.00727 -0.01 -0.02 -0.02 0.068
H -2.62670 1.33500 3.24340 0.00 0.01 0.02 0.048
H -4.62057 -0.71749 4.10713 0.00 0.00 -0.01 0.082
H -2.91395 -0.91936 3.61990 0.02 0.01 0.02 0.053
H -4.18533 -1.82884 2.78524 0.00 0.00 0.00 0.066
C 0.37779 1.31409 -4.93363 -0.02 -0.01 0.01 -0.049
C 1.77370 1.38572 -5.54721 0.00 0.00 0.00 -0.551
C 2.06203 2.85086 -5.90657 -0.01 0.00 -0.01 -0.062
C 1.78428 0.53577 -6.82623 -0.02 -0.01 0.02 -0.046
C 2.85300 0.86134 -4.59741 0.00 0.03 0.01 -0.163
C 4.20002 0.95411 -4.99356 -0.03 0.05 -0.02 -0.059
C 5.23130 0.47323 -4.21531 0.02 0.01 0.00 -0.100
C 4.91510 -0.12158 -2.99971 -0.07 0.01 -0.03 -0.492
S 5.94718 -0.85572 -1.82603 0.11 0.04 -0.05 1.063
C 4.52868 -1.25429 -0.84693 -0.22 -0.14 0.18 -0.524
N 3.40522 -0.85650 -1.34886 0.30 0.09 -0.34 0.040
C 3.58544 -0.22724 -2.57723 -0.02 0.04 0.09 -0.281
C 2.55029 0.26660 -3.38220 0.05 -0.02 0.01 0.069
C 4.69036 -2.02437 0.40934 -0.03 0.12 -0.07 -0.309
C 5.99668 -2.33942 0.81301 0.02 -0.02 0.04 -0.116
C 6.20914 -3.09708 1.94907 0.03 0.01 -0.02 -0.139
C 5.09880 -3.54516 2.65984 -0.03 -0.01 0.01 -0.138
C 3.81991 -3.20468 2.23643 0.07 -0.04 0.00 -0.194
C 3.52281 -2.41217 1.10536 0.14 -0.10 0.09 -0.126
H -0.35563 1.67926 -5.65774 0.00 0.01 0.00 0.087
H 0.30614 1.93755 -4.03957 0.01 0.02 0.01 0.077
H 0.09196 0.30642 -4.63429 0.00 0.00 -0.03 0.075
H 1.29306 3.22040 -6.59055 -0.01 0.01 0.00 0.076
H 3.03124 2.97884 -6.39188 0.01 0.00 -0.01 0.064
H 2.04816 3.47351 -5.00937 0.00 0.00 0.01 0.085
H 1.02344 0.89781 -7.52318 0.00 0.01 -0.01 0.078
H 1.55987 -0.50500 -6.58882 0.00 -0.01 0.00 0.098
H 2.75454 0.57525 -7.32652 0.01 -0.01 -0.01 0.071
H 4.44298 1.40676 -5.94737 0.01 0.00 -0.01 0.096
H 6.25756 0.55327 -4.55280 0.01 -0.02 0.02 0.097
H 1.52493 0.12318 -3.05887 -0.01 -0.01 0.00 0.085
H 6.85950 -1.99892 0.24591 0.00 0.00 0.00 0.056
H 7.21621 -3.34217 2.26823 -0.01 0.00 0.00 0.080
H 5.23729 -4.16225 3.54504 0.01 0.00 0.00 0.079
H 2.99970 -3.60172 2.83662 -0.04 0.03 -0.01 0.060
O -2.51917 -1.46264 -3.23408 -0.07 -0.02 0.00 -0.032
C -1.30375 -1.67125 -3.07044 -0.15 -0.06 -0.21 -0.688
O -0.43815 -0.80413 -2.71641 -0.30 0.23 -0.47 -0.319
C -0.77286 -3.11940 -3.22255 -0.15 -0.04 -0.28 -0.720
O -0.42449 -3.51477 -4.34241 0.00 0.00 -0.08 -0.029
O -0.72163 -3.76098 -2.12344 -0.42 -0.53 -0.55 -0.332
C 1.40484 -1.30447 3.55037 -0.03 -0.03 -0.03 -0.175
P 0.46048 -0.18422 4.57596 -0.05 0.04 -0.09 0.529
C 1.52317 1.24311 4.86982 -0.07 -0.03 -0.05 -0.168
C 0.34609 -1.00964 6.18997 -0.03 0.00 0.01 -0.186
O -0.87626 0.16867 4.02257 0.03 0.09 0.20 -0.362
H 2.29552 -1.67189 4.05955 0.03 0.04 -0.02 0.052
H 1.71752 -0.82151 2.62355 0.01 -0.01 0.02 0.034
H 0.77309 -2.15312 3.28153 -0.01 -0.01 0.03 0.059
H 2.46236 0.94552 5.33877 0.02 0.00 -0.03 0.054
H 0.99967 1.95631 5.50875 -0.01 -0.03 0.01 0.051
H 1.72981 1.71499 3.90675 0.03 0.00 0.07 0.027
H 1.33321 -1.28593 6.56207 0.02 0.00 0.01 0.043
H -0.26497 -1.90728 6.08938 0.00 0.00 -0.03 0.041
H -0.13611 -0.33766 6.90095 -0.01 0.00 0.00 0.043

Values of energy above the lowest of the compared OMol25 structures with the same formula, charge and spin, in order: 115.9, 75.3, 25.1, all in kJ/mol.